# C54H92FN4O21

10 unconnected molecules or ions with the total composition C54H92FN4O21 (ωB97M-V/def2-TZVPD, OMol25).

Each line ends with the Löwdin charge.
Atoms and positions in Å:
F  2.34460  -2.63560  -1.92732  -0.06
O  4.21641  -6.66773  -1.74959  0.03
O  2.71033  1.25909  3.45412  0.05
O  1.13834  2.57569  -3.80168  0.10
O  -8.39979  0.90246  10.60012  -0.01
O  -5.25067  3.02422  0.45869  -0.04
O  -0.35395  2.59020  -7.76076  0.00
O  3.70794  3.67340  -12.35311  0.03
O  -2.60578  0.08339  -0.95756  0.05
O  7.40233  -14.56643  -1.08995  0.12
O  4.43440  -8.47547  -0.45996  0.12
O  -4.93190  3.28891  6.64188  0.10
O  6.65197  3.86296  -2.31568  0.03
O  -8.57696  -1.19033  11.34714  0.13
O  -4.82448  -0.50535  3.80948  -0.14
O  5.51483  3.29418  -4.15093  0.12
O  1.49438  3.39034  -12.40892  0.11
O  0.49182  1.20219  3.43120  0.06
O  1.83465  4.67764  -3.60830  -0.02
O  -3.72321  1.96300  7.96608  0.01
O  8.18281  -12.49060  -0.82013  0.02
O  0.31234  4.42127  -8.82992  0.11
N  -1.63569  -0.73233  4.64712  0.12
N  -2.53207  -0.17191  3.71285  -0.02
N  -2.84765  0.30982  1.37446  0.10
N  -1.04782  -0.89578  2.08536  0.16
C  -10.65598  1.58195  10.60248  -0.15
C  0.66843  3.74069  0.63635  -0.09
C  -10.51153  0.31480  11.44085  -0.07
C  -1.86909  0.19548  0.22172  -0.37
C  -5.38405  1.11237  9.41089  -0.15
C  -6.10059  0.11638  3.66596  -0.07
C  5.84860  -12.67655  -0.95927  -0.07
C  -0.66155  1.21969  -8.07583  -0.15
C  -0.90927  1.40255  0.26550  -0.10
C  2.36804  5.71360  -4.46592  -0.13
C  1.51803  1.71381  3.82865  -0.47
C  -3.96548  0.88807  8.89968  -0.14
C  -1.18617  -1.13176  0.62879  -0.35
C  3.12321  3.29851  4.55890  -0.13
C  6.23126  -11.21907  -1.19726  -0.15
C  -4.40273  1.92030  0.20605  -0.22
C  4.66874  -4.95092  -0.20402  -0.15
C  -6.04731  1.75775  8.19934  -0.07
C  2.44332  5.42666  -11.44278  -0.07
C  7.63891  -11.17754  -0.61138  -0.16
C  4.63925  4.62877  -11.81321  -0.15
C  4.42583  3.21341  -1.96265  -0.07
C  -1.10135  1.24201  -9.53655  -0.14
C  0.96542  -2.88354  -1.93673  -0.19
C  0.18191  -1.45155  0.03879  -0.10
C  5.54018  3.44567  -2.96407  -0.47
C  6.43892  3.85930  -0.89456  -0.15
C  -9.21647  2.08625  10.55241  -0.15
C  -2.16581  -2.30882  0.42272  -0.11
C  1.66913  2.88234  4.77306  -0.06
C  -0.74017  2.32950  -0.93797  -0.17
C  -2.17986  -0.19359  2.43283  -0.24
C  -0.06815  3.28516  -8.88917  -0.47
C  2.43620  4.07011  -12.11827  -0.48
C  3.85730  5.93509  -11.70832  -0.15
C  -1.94880  -3.48103  1.38534  -0.20
C  -3.78735  0.29624  4.29276  -0.17
C  -9.09270  -0.13211  11.15158  -0.48
C  -0.27249  2.39749  -10.09508  -0.08
C  2.10471  3.73615  -5.73870  -0.06
C  1.63155  3.53837  -4.32109  -0.48
C  4.56837  -5.27422  -1.69170  -0.15
C  4.57270  -7.29680  -0.60619  -0.48
C  7.18409  -13.39823  -0.97533  -0.49
C  -2.37703  -4.84067  0.80974  -0.24
C  0.57209  3.11802  -0.75997  -0.24
C  -4.89474  2.45519  7.50216  -0.50
C  3.76334  1.97842  4.14349  -0.12
C  0.21027  -1.65215  -1.48433  -0.15
C  4.92445  3.94744  -0.71993  -0.15
C  2.99738  4.96977  -5.63705  -0.13
C  5.14311  -6.28292  0.36945  -0.07
C  -3.66867  1.52797  1.48495  -0.10
C  -1.54291  -6.02195  1.33683  -0.10
H  6.84812  2.92995  -0.49158  0.13
H  -1.58155  3.01491  -1.07077  0.12
H  6.98788  4.69888  -0.47619  0.13
H  -6.82618  2.47700  8.43608  0.11
H  0.79873  -3.72992  -1.26194  0.12
H  -1.42636  0.88295  -7.38074  0.12
H  4.57994  3.52170  0.22108  0.10
H  3.03081  5.57069  -6.54292  0.12
H  0.24331  0.62626  -7.92680  0.13
H  -2.16373  1.48063  -9.59935  0.12
H  -10.58471  0.51265  12.51224  0.13
H  -11.34315  2.31722  11.01386  0.12
H  2.62119  2.84346  -6.08299  0.14
H  -3.95260  1.35712  4.08866  0.13
H  -2.31345  -4.79979  -0.28118  0.10
H  0.52378  -2.36095  0.54446  0.12
H  3.80057  -4.70960  -2.21241  0.11
H  0.90977  -0.68426  0.31124  0.12
H  -0.19494  -0.39921  2.36541  0.12
H  4.96885  4.26689  -10.83669  0.13
H  5.40020  -12.83203  0.02452  0.13
H  5.52173  -5.13840  -2.20654  0.13
H  -0.65397  1.74994  -1.86507  0.10
H  -2.52035  -3.29569  2.30105  0.11
H  3.59648  3.73860  5.43229  0.12
H  -0.89841  -3.53078  1.69004  0.10
H  -10.99283  1.32549  9.59743  0.12
H  5.32858  -4.11027  -0.00215  0.12
H  4.01117  4.66638  -5.38036  0.09
H  -0.22697  4.31920  0.88518  0.09
H  -4.96846  1.06180  -0.16799  0.13
H  0.69671  -0.79211  -1.95747  0.13
H  6.23068  -6.38060  0.35396  0.13
H  0.68811  -3.17457  -2.95121  0.12
H  4.59786  2.07752  3.45600  0.13
H  0.65554  3.89148  -1.52026  0.09
H  -3.05845  2.36297  1.84465  0.14
H  -3.64007  0.17546  5.36701  0.13
H  4.07368  1.37560  4.99753  0.13
H  -3.86539  -0.05683  8.36007  0.12
H  4.61112  4.99195  -0.75694  0.12
H  3.18507  4.01439  3.73884  0.12
H  1.54001  6.35518  -4.77176  0.13
H  8.30278  -10.46494  -1.09536  0.12
H  -0.92546  -6.46137  0.55212  0.07
H  -8.97231  2.62900  9.64213  0.11
H  -2.06143  -2.66506  -0.60338  0.11
H  0.76806  2.96809  1.39892  0.04
H  -2.16928  -6.82346  1.72832  0.07
H  -0.74305  -0.25277  4.58138  0.07
H  -5.44354  3.11571  1.40101  0.09
H  0.93687  3.65106  4.53962  0.13
H  -11.20858  -0.47998  11.19065  0.13
H  1.48173  2.51936  5.78649  0.14
H  1.39042  2.40919  -0.92323  0.11
H  6.27280  -11.01984  -2.26923  0.12
H  -3.19901  0.93842  9.66806  0.13
H  7.62903  -10.97999  0.46354  0.12
H  1.64879  6.04698  -11.84845  0.13
H  -5.86640  0.19951  9.74878  0.11
H  -5.36956  1.81242  10.24646  0.12
H  -6.12225  1.09776  4.15036  0.09
H  4.24893  6.59775  -10.93997  0.11
H  3.89099  6.46173  -12.66266  0.12
H  4.79329  -6.50025  1.37501  0.12
H  -1.16414  1.99893  1.13965  0.11
H  3.67914  -4.70926  0.18751  0.11
H  -3.19459  -1.95445  0.49098  0.13
H  -8.96798  2.70756  11.41538  0.13
H  3.07314  6.29705  -3.87797  0.12
H  -1.50255  -1.71304  4.41726  0.11
H  -0.74093  2.95012  -10.90337  0.13
H  4.33714  2.13683  -1.80177  0.14
H  5.18829  -13.10455  -1.70847  0.12
H  -6.83849  -0.52087  4.15161  0.10
H  1.22934  3.90106  -6.37073  0.11
H  -6.45782  1.01538  7.51049  0.13
H  0.08860  1.01397  0.47465  0.10
H  -0.79707  -1.71087  -1.90362  0.11
H  5.49471  4.67152  -12.48201  0.12
H  -3.71175  2.22194  -0.57710  0.11
H  -6.35801  0.21921  2.60921  0.09
H  -2.01079  0.24955  -1.70195  0.11
H  2.23544  5.26750  -10.38190  0.11
H  3.48588  3.59509  -2.35034  0.10
H  -0.93589  0.29226  -10.03948  0.12
H  -0.87787  -5.71196  2.14625  0.07
H  -3.42977  -5.01309  1.04342  0.11
H  1.53265  4.40193  0.73871  0.07
H  0.71168  2.07793  -10.44074  0.12
H  -4.44554  1.34247  2.21959  0.08
H  5.56431  -10.49187  -0.74262  0.08

Atomic forces in eV per Å
-0.1459 0.0154 0.0872
-0.0182 0.0017 -0.0265
0.0637 -0.0779 -0.0559
0.0036 -0.1587 -0.0544
-0.0057 0.1186 -0.0719
0.0404 0.1214 0.2094
-0.0303 -0.0370 0.1004
0.0130 -0.0252 0.0126
-0.0044 -0.0952 -0.0513
-0.0423 -0.0066 -0.0253
-0.0148 0.0484 0.0704
-0.0377 -0.0476 -0.0504
0.0244 0.0073 0.0006
-0.0497 -0.0258 -0.0209
0.0613 -0.0188 -0.2540
-0.0610 0.0436 0.0343
0.0193 -0.0079 -0.0446
0.1127 0.0050 0.0976
0.0033 0.0599 -0.0667
0.0265 -0.0475 -0.0272
0.0124 -0.0062 0.0042
0.0252 -0.0111 -0.0484
-0.0747 -0.0813 0.1248
0.3963 0.3759 0.1122
0.6106 0.2678 0.0215
-0.1379 -0.0012 -0.2311
0.0241 -0.0636 -0.0130
0.1642 0.0156 0.0260
0.0212 0.0275 -0.0919
-0.0719 0.1441 -0.3259
0.0387 0.0069 0.0016
0.0056 0.0446 0.2560
0.0544 0.0475 -0.0584
0.0003 -0.0097 -0.0845
0.1774 -0.0265 0.0708
-0.0027 0.0197 -0.0317
-0.2564 -0.0723 0.0128
-0.0250 -0.0141 0.0299
-0.1178 -0.0202 0.1703
-0.0429 -0.0341 -0.0719
0.0297 -0.0763 -0.0320
0.0936 -0.0960 -0.0034
-0.0246 -0.0558 0.0124
0.0999 0.0823 0.1396
0.0786 0.0131 -0.0872
-0.0126 0.0174 0.0157
0.0034 0.0218 0.0226
0.0457 0.1729 0.1501
-0.0050 0.0804 0.0140
0.0507 -0.1396 0.0534
0.1353 -0.0196 0.0075
0.0151 -0.1119 -0.0111
-0.0172 -0.0103 0.0150
-0.0582 -0.0135 0.0612
0.0050 -0.1494 -0.1044
0.0644 0.0460 -0.1244
0.1766 -0.1321 -0.2037
-0.4749 -0.1198 0.1379
0.0957 -0.0031 0.0359
-0.0213 0.0508 0.0753
-0.0480 -0.0292 -0.0436
-0.0166 -0.0079 0.0083
-0.0934 0.1173 0.1125
0.0941 0.0037 0.0246
-0.1695 -0.0736 0.1356
0.1159 0.0418 0.0156
-0.0627 0.0916 0.0305
0.0130 0.0619 0.0099
0.0351 0.0040 -0.0379
0.0238 0.0295 0.0494
-0.0048 -0.0012 0.0366
-0.3468 0.0107 0.2747
0.0074 -0.1150 -0.1115
0.0765 0.0841 0.0609
0.1223 0.2139 -0.0757
0.0294 0.0161 -0.0777
0.0361 -0.0294 0.0134
-0.1007 0.0394 -0.0293
-0.1957 -0.1763 -0.0277
-0.0457 -0.0552 0.0293
-0.0117 -0.0024 0.0115
-0.0356 -0.0734 0.1255
-0.0065 0.0094 -0.0085
-0.0373 -0.0252 -0.0494
-0.0633 0.0284 -0.0875
-0.0135 0.0210 -0.0002
0.0262 -0.0410 -0.0066
-0.0902 -0.0015 -0.0095
-0.0016 -0.0102 -0.0087
-0.0071 -0.0194 0.0022
-0.0137 -0.0034 0.0042
0.0145 -0.0012 0.0374
-0.0586 -0.0285 -0.0225
0.0268 -0.0472 0.0036
0.0111 -0.0526 0.0394
-0.0345 0.0039 -0.0813
-0.0081 -0.0132 -0.0027
-0.0262 -0.0527 0.0820
-0.1188 -0.2183 0.1327
0.0014 0.0137 0.0074
-0.0142 -0.0051 -0.0028
0.0101 -0.0101 0.0099
0.0142 0.1198 -0.0189
0.1638 -0.0025 0.0526
-0.0098 -0.0353 0.0333
-0.0220 0.0016 -0.0882
-0.0106 0.0177 -0.0033
0.0350 -0.0202 -0.0108
0.0106 0.0179 -0.0194
0.0473 0.0423 -0.0981
-0.0262 0.0285 0.0373
-0.1250 -0.0298 -0.0661
0.0054 0.0036 0.0056
0.0988 0.0598 0.0076
-0.0230 -0.0054 -0.0353
-0.0153 -0.1076 -0.0624
-0.0140 0.0163 -0.0506
-0.0134 -0.0112 -0.0377
-0.0154 -0.0062 0.0029
-0.0092 -0.0068 0.0072
-0.0138 -0.0004 0.0251
0.0157 0.0150 0.0073
-0.0029 -0.0049 -0.0121
-0.0020 -0.0043 -0.0124
0.0347 0.0559 0.0417
0.0057 -0.0141 -0.0079
0.0294 0.0438 0.0197
0.0405 0.0193 0.0769
0.0045 0.0213 -0.0252
-0.0777 0.0275 -0.0253
-0.0265 -0.1140 -0.2214
-0.0433 -0.0266 0.0565
-0.0069 -0.0125 0.0507
-0.0239 0.0142 0.0021
0.1004 0.1644 0.0142
0.0007 0.0203 0.0011
-0.0018 0.0218 0.0024
-0.0149 0.0121 -0.0003
-0.0248 -0.0064 0.0318
-0.0081 -0.0065 -0.0208
-0.0151 -0.0051 0.0075
-0.0224 -0.0309 -0.0474
-0.0036 -0.0267 0.0314
0.0166 0.0156 0.0054
0.0472 -0.0241 0.0129
0.0602 0.0367 -0.0111
-0.0007 0.0266 -0.0084
0.0213 -0.0119 -0.0051
-0.0139 0.0121 -0.0011
0.0023 -0.0168 0.0133
0.0444 0.0245 -0.0162
0.0919 0.0162 -0.0408
-0.0306 -0.0112 -0.0372
-0.0264 -0.0252 0.0351
-0.0093 0.0326 -0.0488
0.0052 -0.0189 -0.0018
-0.0274 0.0091 -0.0067
-0.0324 0.0399 0.0929
0.0127 -0.0526 0.0707
-0.0109 0.0012 -0.0161
-0.0135 0.0022 0.0002
0.0245 -0.0174 0.0203
-0.1477 0.1321 0.0966
-0.0210 0.0097 -0.0066
-0.0298 -0.1147 -0.0170
0.0426 0.0043 -0.0006
-0.0330 -0.0157 -0.0179
0.0033 0.0706 -0.0941
-0.0558 0.0028 -0.1352
-0.0206 0.0037 -0.0600
0.0041 -0.0701 0.0329
0.0034 -0.0438 0.0077

Output
charge: +1
gap between HOMO and LUMO: 8.9 eV